{"formula": "C23H34Cl2FIN6O5P", "method": "ωB97M-V/def2-TZVPD", "symbols": ["C", "C", "C", "C", "C", "C", "N", "O", "N", "N", "P", "N", "C", "C", "C", "O", "F", "O", "C", "N", "C", "I", "C", "C", "C", "C", "O", "O", "N", "C", "C", "C", "C", "C", "C", "H", "H", "H", "H", "H", "H", "H", "H", "H", "H", "H", "H", "H", "H", "H", "H", "H", "H", "H", "H", "H", "H", "H", "H", "H", "H", "H", "H", "H", "H", "Cl", "C", "C", "Cl", "H", "H", "H", "H"], "coordinates": [[-1.0341, -0.2311, -2.2988], [-0.0482, -0.6365, -1.0901], [1.5268, -0.7774, -1.4492], [1.8643, -0.9022, -3.0131], [1.2080, -2.3304, -3.5031], [0.1892, -2.1401, -4.7477], [0.3713, -1.1622, -5.8343], [-0.8617, -2.8681, -4.7532], [2.3866, 0.0917, -0.5679], [2.4346, -0.6398, 0.6586], [4.1647, 0.0992, -1.0023], [5.1646, 0.1123, 0.2337], [1.8334, 1.5239, -0.3532], [1.7214, 2.1396, -1.8458], [1.9053, 3.7017, -2.0643], [3.0981, 4.1290, -2.1317], [0.9048, 4.6776, -2.2957], [2.9161, 2.1303, 0.3040], [2.9118, 3.3667, 0.8784], [2.6380, 4.4591, 1.3471], [0.3991, 1.3702, 0.4136], [-1.0716, 2.9453, -0.3065], [0.3349, 1.8015, 1.9563], [1.0383, 0.9123, 3.0676], [2.4872, 1.4728, 3.5904], [2.4033, 2.9094, 4.2851], [3.5163, 3.4833, 4.5422], [1.2144, 3.5809, 4.6739], [-0.3883, 0.1881, 0.0813], [-1.1771, -0.5020, 1.0701], [-0.7907, -1.8057, 1.8857], [-1.7183, -2.4891, 2.9327], [-3.1522, -1.9484, 3.2283], [-3.5984, -0.6705, 2.4139], [-2.6363, 0.0433, 1.3785], [-1.9021, 0.4118, -1.8749], [-1.5593, -1.1715, -2.7350], [-0.5745, 0.3181, -3.1817], [-0.4289, -1.7029, -0.8135], [1.7837, -1.8674, -1.1162], [1.4786, -0.0183, -3.6589], [2.9642, -1.0158, -3.2932], [0.6108, -2.8091, -2.6526], [2.0466, -3.0832, -3.7778], [-0.4762, -1.2758, -6.4302], [0.3009, -0.2046, -5.4228], [3.0826, -1.4569, 0.5558], [2.8614, -0.1081, 1.4247], [4.4612, -1.1250, -1.7292], [4.5102, 1.2462, -1.8280], [5.7714, 0.9439, 0.1549], [0.7334, 1.8561, -2.3890], [2.5193, 1.7120, -2.5781], [0.6582, 2.9021, 2.1582], [-0.7876, 1.8707, 2.2589], [1.1877, -0.1969, 2.8447], [0.3671, 0.9501, 4.0160], [3.3028, 1.4343, 2.7907], [2.8173, 0.7282, 4.4189], [1.5028, 4.5259, 4.8113], [0.2648, -2.2190, 1.6734], [-1.3440, -3.4195, 3.5093], [-3.8192, -2.4923, 3.9760], [-4.6510, -0.2691, 2.5847], [-3.0676, 0.9652, 0.8346], [-6.8175, -4.6726, 1.0931], [-7.5817, -3.0749, 0.9062], [-6.8063, -2.1774, -0.0382], [-5.2356, -1.6795, 0.6449], [-7.6778, -2.6273, 1.8974], [-8.5852, -3.2482, 0.5122], [-7.3723, -1.2627, -0.2286], [-6.6199, -2.6670, -0.9959]], "forces_ev_per_angstrom": [[-1.1, -0.3, -0.4], [-1.5, -1.0, -0.9], [-0.8, -2.7, -1.3], [-0.3, -0.1, -1.0], [0.0, 0.7, -0.6], [-3.7, -2.0, 0.1], [-0.9, -0.6, 2.2], [4.5, 2.6, 0.0], [0.2, -0.1, -0.1], [0.2, -1.1, 1.6], [5.1, 1.0, 0.3], [-1.1, 0.0, -1.4], [-1.9, 0.2, -1.9], [-1.5, -0.1, -2.2], [5.2, 3.3, -0.2], [-5.7, -2.2, 0.4], [1.7, -3.2, 0.6], [0.5, 1.7, 1.6], [-2.9, 3.8, 1.2], [1.9, -6.1, -2.5], [-1.5, 1.1, 1.0], [0.5, 0.8, -0.4], [-0.4, 0.4, 1.5], [0.8, 0.1, 1.5], [-1.8, -0.7, 0.7], [4.3, 2.7, 1.2], [-4.6, -2.4, -1.2], [2.0, -1.1, -1.4], [2.4, -1.5, 1.0], [-4.5, -1.8, 4.1], [-2.0, 1.6, 0.1], [-1.3, 2.6, -1.6], [3.1, 2.1, -3.3], [3.8, -1.3, 0.4], [0.7, -2.8, 1.7], [1.7, -1.0, -0.7], [1.1, 1.5, 0.7], [-0.5, -0.5, 1.2], [1.0, 1.9, -0.4], [-0.2, 2.2, -0.2], [0.5, -1.6, 1.3], [-1.4, 0.5, 0.9], [0.6, 0.7, -1.4], [-1.4, 1.4, 0.3], [0.9, 0.0, 0.5], [0.4, -0.9, -0.6], [-0.8, 0.8, -0.1], [0.0, 0.4, -0.5], [-1.4, 0.8, 0.4], [-1.0, -1.0, 0.0], [-0.6, -0.3, 0.5], [1.4, 0.3, 1.5], [-1.1, 0.8, 1.7], [-0.3, -1.9, -0.9], [2.0, -0.5, -0.9], [-0.5, 1.6, 0.0], [1.0, -0.1, -1.7], [-1.0, 0.6, 1.2], [-0.4, 1.4, -1.3], [-0.1, -1.3, 0.1], [-1.9, 0.5, 0.5], [-0.6, 1.8, -1.2], [1.0, 1.0, -1.3], [2.0, -0.4, -0.2], [0.9, -1.7, 0.9], [0.1, 0.0, 0.0], [-0.1, 0.2, 0.0], [-0.3, -0.1, -0.2], [-0.7, -0.5, -0.7], [0.1, -0.1, -0.1], [0.1, 0.0, 0.0], [0.0, -0.1, 0.1], [0.0, 0.0, 0.2]], "homo_ev": -11.17, "charge": 1}